12
Properties=species:S:1:pos:R:3:forces:R:3 method="wB97M-V/def2-TZVPD" relative_energy_ev=2.721 multiplicity=1 homo_lumo_gap_ev=9.3363
N 1.21390 1.70827 -0.39581 -0.1 -0.1 -0.1
C 0.44728 0.58880 -0.18405 0.0 0.0 0.0
N -0.64358 0.26131 -0.74213 0.2 0.0 0.2
C -0.97845 -1.04011 -0.13828 0.1 -0.2 0.0
O -2.34035 -1.22710 0.08754 0.0 0.2 0.1
C -0.01866 -1.32070 1.02719 0.2 0.4 -0.3
N 0.85114 -0.33751 0.83430 -0.2 -0.2 0.1
H 0.94117 2.21736 -1.22478 0.0 0.0 0.1
H 2.21426 1.59914 -0.30540 -0.1 0.0 0.0
H -2.68245 -0.42273 0.49658 0.0 -0.1 0.0
H -0.68170 -1.82300 -0.86004 0.0 0.1 0.0
H 1.67746 -0.20374 1.40490 -0.1 0.0 -0.1